(1)
{
  "formula": "C32H56Be2BrClFN6O12PV",
  "method": "the ωB97M-V functional and the def2-TZVPD basis",
  "e_tot_ev": -188624.0918,
  "orbital_gap_ev": 0.994,
  "lumo_energy_ev": -8.0,
  "charge": 1,
  "symbols": ["C", "C", "C", "C", "C", "C", "N", "N", "C", "C", "C", "O", "C", "C", "C", "C", "C", "C", "C", "C", "C", "C", "C", "N", "C", "C", "C", "C", "O", "C", "C", "P", "O", "Cl", "H", "H", "H", "H", "H", "H", "H", "H", "H", "H", "H", "H", "H", "H", "H", "H", "H", "H", "H", "H", "H", "H", "H", "H", "H", "H", "H", "H", "H", "H", "H", "H", "H", "H", "H", "H", "H", "H", "H", "H", "H", "H", "N", "O", "O", "O", "Be", "C", "C", "C", "C", "N", "H", "H", "H", "H", "H", "H", "H", "Br", "F", "C", "O", "H", "H", "H", "C", "N", "O", "O", "H", "H", "H", "Be", "O", "H", "O", "V", "O"],
  "coordinates": [[6.6434, 2.1034, 0.2949], [6.3124, 2.9855, 1.5645], [5.6143, 2.1987, 2.7480], [4.2131, 1.5488, 2.3610], [3.0713, 2.5983, 2.0601], [2.0663, 2.0063, 1.0089], [2.4818, 2.1792, -0.2406], [1.6333, 1.6432, -1.0978], [2.0965, 1.8572, -2.4975], [3.1011, 0.7196, -2.9664], [4.5410, 0.8922, -2.3205], [2.5583, -0.6005, -2.9183], [2.6408, -1.2379, -1.6422], [3.5935, -2.4900, -1.6352], [3.1195, -3.6614, -0.8923], [3.8609, -4.9163, -0.8110], [5.1483, -4.9880, -1.5085], [5.6334, -3.8190, -2.2569], [4.8666, -2.5664, -2.3282], [0.4938, 0.9844, -0.8670], [-0.3783, 0.3602, -2.0120], [-1.6754, 1.2151, -2.3437], [-1.5525, 2.7393, -1.9404], [-2.9015, 3.3447, -2.1996], [-0.0514, 0.7865, 0.5049], [-1.3700, 0.0852, 0.8878], [-2.4873, 1.1039, 1.3669], [-3.8909, 0.3752, 1.2356], [-3.7973, -0.9652, 1.7399], [-4.3625, -1.8886, 0.8041], [0.8466, 1.3707, 1.5174], [0.3936, 1.2646, 3.3273], [1.7507, 0.8957, 4.2636], [-0.1531, 3.2196, 3.8853], [6.2196, 1.0663, 0.3254], [6.3205, 2.6135, -0.6530], [7.7589, 1.9919, 0.2137], [5.7561, 3.9381, 1.2704], [7.3019, 3.3462, 1.9683], [6.2860, 1.3353, 3.0133], [5.4320, 2.8892, 3.6109], [4.4008, 0.9943, 1.3928], [3.9437, 0.7698, 3.1145], [3.5803, 3.4788, 1.5682], [2.5588, 3.0100, 2.9636], [2.7267, 2.8148, -2.5225], [1.2699, 2.0510, -3.2179], [3.2718, 0.9409, -4.0620], [4.5845, 0.6234, -1.2381], [5.3489, 0.4258, -2.9400], [4.7439, 2.0035, -2.3658], [2.8322, -0.5562, -0.7758], [1.6150, -1.6828, -1.4546], [2.1231, -3.6387, -0.3770], [3.4433, -5.7919, -0.2563], [5.7427, -5.9345, -1.4720], [6.6136, -3.9343, -2.7839], [5.2585, -1.7234, -2.9308], [-0.7460, -0.6193, -1.5886], [0.1962, 0.0914, -2.9270], [-1.9725, 1.0870, -3.4137], [-2.5164, 0.7908, -1.7202], [-0.7428, 3.2672, -2.5097], [-1.3797, 2.8744, -0.8342], [-2.8074, 4.2502, -2.6564], [-3.3985, 2.6824, -2.8000], [-1.8287, -0.5412, 0.0863], [-1.1478, -0.6173, 1.7447], [-2.3345, 1.4225, 2.4286], [-2.5368, 1.9702, 0.6541], [-4.6875, 0.9514, 1.7798], [-4.2291, 0.3128, 0.1624], [-5.3668, -1.5616, 0.4307], [-3.6655, -1.9385, -0.0811], [-4.4460, -2.9342, 1.2028], [1.8564, -0.0852, 4.3284], [-7.4328, -0.0780, -0.0667], [-7.4063, -1.2492, -0.5078], [-6.5598, 0.7319, -0.4197], [-8.3211, 0.2655, 0.7164], [1.5458, -1.6450, 4.7210], [-5.8019, -5.4472, -3.4979], [-6.1536, -5.5638, -2.0220], [-5.7792, -4.3153, -1.2218], [-4.3123, -4.0758, -1.3018], [-3.1810, -3.8886, -1.3625], [-4.7270, -5.3317, -3.6631], [-6.1122, -6.3489, -4.0277], [-6.3268, -4.5526, -3.9628], [-5.6441, -6.4405, -1.6105], [-7.2274, -5.7403, -1.9225], [-6.0608, -4.4409, -0.1751], [-6.3045, -3.4379, -1.6094], [-7.3034, -4.9179, -5.3752], [-1.0228, -1.4279, 5.4264], [3.3056, 6.2995, 0.8058], [4.5677, 6.1698, 1.0908], [2.6011, 5.6536, 1.3699], [2.8515, 7.3024, 0.9479], [2.9922, 6.0797, -0.2573], [-8.0245, 0.8700, 4.1138], [-9.0816, 0.6836, 5.1441], [-10.1125, 0.1421, 4.7978], [-8.8341, 1.0896, 6.2648], [-8.3780, 0.4647, 3.1690], [-7.8352, 1.9377, 4.0280], [-7.1386, 0.3381, 4.4546], [-0.6350, -2.3273, 3.9671], [2.7537, 4.7907, -3.2226], [3.2466, 4.7540, -4.0473], [5.5745, -2.2597, 2.2612], [6.8022, -3.3785, 1.8199], [8.0355, -4.4840, 1.4048]],
  "forces_ev_per_angstrom": [[0.46, 0.31, -0.10], [0.20, 0.27, 0.19], [-0.71, -0.10, -0.75], [0.80, -0.03, -0.78], [0.45, 0.08, -0.79], [0.95, 0.99, 2.77], [-1.73, -0.92, 1.96], [-0.99, -0.20, -2.26], [1.58, 0.46, -0.99], [0.92, 0.70, -0.70], [-0.61, 1.17, -0.23], [0.50, 0.65, 0.82], [-0.56, -1.82, 0.29], [0.56, -1.35, 0.35], [1.17, -0.49, -0.58], [1.03, 2.05, -1.33], [-1.17, 1.70, 0.06], [-1.46, -0.27, 0.97], [-0.47, -2.11, 1.05], [-2.06, -1.15, 0.67], [-0.08, -0.29, 0.28], [0.32, 0.26, 1.24], [-0.98, -0.10, -0.35], [1.00, -0.63, -0.12], [2.75, 1.48, 1.12], [-0.04, 0.22, 0.28], [-0.84, -0.75, -0.59], [0.15, 0.42, -0.27], [-0.28, -0.06, 0.10], [0.18, -0.15, -1.05], [0.06, 0.02, -2.93], [-1.35, -0.83, 0.44], [-0.19, 1.12, -0.78], [1.00, -1.24, -0.50], [0.25, 0.93, 0.04], [0.16, -0.57, 0.92], [-1.04, -0.01, 0.05], [0.53, -1.37, 0.43], [-1.06, -0.24, -0.30], [-0.62, 0.94, 0.08], [0.50, -0.66, -0.54], [-0.29, 0.41, 0.98], [0.04, 0.78, -0.56], [-0.59, -0.90, 0.40], [0.35, -0.58, -0.64], [-1.13, -0.97, 0.30], [0.39, -0.58, 0.86], [-0.44, -0.28, 1.06], [0.12, -0.05, -0.98], [-0.89, 0.08, 0.73], [-0.13, -1.14, 0.10], [0.23, -0.40, -0.84], [0.96, 0.53, -0.13], [1.02, 0.19, -0.61], [0.48, 0.95, -0.60], [-0.55, 1.09, -0.12], [-1.07, 0.34, 0.51], [-0.40, -0.74, 0.55], [0.59, 0.92, -0.51], [-0.20, 0.46, 0.86], [0.44, 0.23, 0.83], [0.69, 0.49, -0.68], [-0.52, -0.52, 0.48], [0.28, -0.36, -1.07], [-0.23, -0.38, 0.03], [-0.09, 0.79, 0.08], [0.70, 0.57, 0.44], [-0.17, 0.71, -0.86], [0.07, -0.09, -0.97], [0.16, -0.54, 0.93], [0.74, -0.52, -0.43], [0.49, 0.36, 0.93], [0.74, -0.28, 0.41], [-0.76, 0.03, 0.75], [0.23, 1.13, 0.17], [0.11, 1.51, -0.61], [-0.24, 0.27, 0.09], [0.13, -0.19, -0.09], [0.15, -0.17, -0.07], [0.09, -0.14, -0.01], [-1.26, -1.82, 0.03], [0.94, -2.48, 0.77], [-0.80, 0.58, -0.06], [0.58, 0.01, -0.20], [-0.62, -0.06, 0.04], [-0.05, -0.20, -0.17], [-0.16, 0.54, -0.52], [0.44, -0.31, 0.43], [-0.09, 1.32, 0.09], [0.05, -0.06, -0.29], [0.07, -0.01, 0.14], [0.02, 0.10, -0.05], [0.06, 0.08, 0.20], [-0.52, 0.40, -0.56], [1.03, -2.44, -3.76], [-1.07, 0.38, 1.79], [-0.34, -0.10, -0.60], [0.33, -0.77, -0.18], [0.63, 0.51, -0.61], [0.39, -0.18, -0.88], [-0.01, -0.11, -0.37], [-0.09, -0.04, 0.00], [0.19, 0.12, 0.21], [-0.10, -0.10, -0.19], [-0.03, 0.05, 0.08], [0.05, -0.07, 0.11], [-0.03, 0.14, 0.09], [-0.07, 3.00, 4.11], [-0.25, -0.28, 0.78], [0.29, 0.25, -0.24], [1.22, -1.21, -0.30], [0.53, -0.52, -0.57], [-2.08, 1.83, 0.79]],
  "lowdin_charge": [-0.11, -0.24, -0.18, -0.18, -0.13, -0.20, 0.21, -0.03, -0.05, -0.31, -0.04, -0.12, -0.17, -0.15, -0.05, -0.08, -0.08, -0.06, -0.02, -0.10, -0.10, -0.15, -0.26, -0.01, -0.06, -0.16, -0.12, -0.20, -0.22, -0.12, -0.21, 0.64, -0.41, 0.29, 0.05, 0.07, 0.08, 0.08, 0.11, 0.12, 0.11, 0.09, 0.09, 0.10, 0.08, 0.10, 0.13, 0.16, 0.06, 0.09, 0.09, 0.12, 0.12, 0.10, 0.10, 0.11, 0.11, 0.09, 0.12, 0.12, 0.13, 0.11, 0.12, 0.09, 0.07, 0.06, 0.10, 0.07, 0.09, 0.11, 0.14, 0.11, 0.07, 0.06, 0.09, -0.15, -0.61, -0.04, -0.01, 0.02, 0.73, -0.26, -0.20, -0.15, -0.24, 0.16, 0.12, 0.03, -0.11, 0.14, 0.13, 0.13, 0.12, 0.68, -0.48, -0.24, 0.02, 0.08, 0.11, 0.15, 0.04, -0.45, 0.07, 0.05, 0.07, 0.10, 0.10, 0.62, -0.24, -0.06, -0.68, 1.03, -0.60]
}

=====

(2)
{
  "formula": "C32H56Cl2FN3O7P",
  "method": "the ωB97M-V functional and the def2-TZVPD basis",
  "e_tot_ev": -89945.3475,
  "orbital_gap_ev": 6.814,
  "lumo_energy_ev": 2.0,
  "relative_energy_kcal_mol": 4.91,
  "charge": -1,
  "symbols": ["C", "C", "C", "Cl", "C", "C", "C", "C", "N", "C", "C", "C", "C", "C", "C", "C", "O", "O", "P", "C", "C", "F", "C", "C", "O", "Cl", "O", "C", "C", "C", "C", "C", "C", "N", "C", "C", "C", "C", "N", "C", "H", "H", "H", "H", "H", "H", "H", "H", "H", "H", "H", "H", "H", "H", "H", "H", "H", "H", "H", "H", "H", "H", "H", "H", "H", "H", "H", "H", "H", "H", "H", "H", "H", "H", "H", "H", "H", "H", "H", "H", "H", "H", "H", "H", "C", "O", "H", "H", "H", "H", "C", "O", "H", "H", "H", "H", "C", "O", "H", "H", "H", "H"],
  "coordinates": [[2.9306, 0.6304, 3.4603], [1.4617, 1.1035, 3.5875], [0.4634, 0.4038, 2.6487], [-0.8263, -0.2661, 3.7461], [-0.2017, 1.2168, 1.4985], [-1.2814, 0.2041, 0.9202], [-1.7776, 0.3523, -0.5379], [-1.6078, -0.9236, -1.3776], [-2.7440, -1.8366, -1.2962], [-2.7694, -2.7188, -0.1397], [-1.7045, -3.7925, -0.1303], [-0.4690, -3.6355, 0.5101], [0.4924, -4.6474, 0.5167], [0.2475, -5.8658, -0.1140], [-0.9820, -6.0441, -0.7506], [-1.9300, -5.0226, -0.7548], [-3.1674, -5.2664, -1.3724], [-0.9709, 2.2761, 2.0032], [-0.9526, 3.7679, 1.0879], [-2.5543, 3.3878, 0.0647], [-3.7317, 2.8429, 0.8315], [-4.3428, 3.8272, 1.6145], [0.4334, 4.6050, 2.1949], [1.5412, 5.3720, 1.5679], [2.6630, 5.3432, 1.9357], [1.2002, 6.4797, 0.1995], [0.1310, 2.9965, -0.0295], [0.7431, 1.7978, 0.3994], [2.1881, 2.2141, 0.8472], [2.9586, 3.0123, -0.1884], [4.3787, 3.2885, 0.3403], [5.2798, 2.0361, 0.1719], [6.6716, 2.3335, -0.4078], [7.7113, 2.6011, 0.6058], [1.0614, 0.8629, -0.7530], [0.8499, 1.2804, -2.0584], [1.1794, 0.4267, -3.0957], [1.7066, -0.8189, -2.7867], [1.9097, -1.2558, -1.5491], [1.5791, -0.4124, -0.5700], [3.5428, 1.3599, 2.9473], [3.3623, 0.5419, 4.4541], [3.0137, -0.3404, 2.9781], [1.1918, 0.8859, 4.6112], [1.4500, 2.1828, 3.5077], [0.9391, -0.4806, 2.2496], [-2.1502, 0.2762, 1.5511], [-0.8498, -0.7898, 0.9932], [-2.8437, 0.5577, -0.5499], [-1.2996, 1.1442, -1.0915], [-0.6479, -1.4054, -1.1739], [-1.5571, -0.5978, -2.4169], [-2.8364, -2.3695, -2.1467], [-3.7226, -3.2368, -0.1547], [-2.7361, -2.1697, 0.7958], [-0.2354, -2.7223, 1.0369], [1.4247, -4.4836, 1.0367], [0.9910, -6.6431, -0.0926], [-1.1858, -6.9962, -1.2173], [-3.0034, -5.3242, -2.3169], [-0.9636, 5.0323, 0.4020], [-1.8653, 4.2569, 2.0923], [-2.3742, 2.7947, -0.8286], [-2.8900, 4.3580, -0.3105], [-3.4977, 2.0012, 1.4772], [-4.4884, 2.5086, 0.1193], [0.9329, 3.9034, 2.8543], [-0.0900, 5.3065, 2.8374], [2.2262, 2.7270, 1.7978], [2.7512, 1.2898, 0.9795], [2.4544, 3.9271, -0.4763], [3.1099, 2.4461, -1.1052], [4.8121, 4.1008, -0.2362], [4.3393, 3.5081, 1.3997], [5.4223, 1.5637, 1.1423], [4.7979, 1.2851, -0.4558], [6.6418, 3.1319, -1.1428], [6.9955, 1.4377, -0.9370], [7.4155, 3.4033, 1.1501], [7.7213, 1.8045, 1.2274], [0.4376, 2.2553, -2.2665], [1.0498, 0.7006, -4.1301], [1.9837, -1.4833, -3.5948], [1.7705, -0.7537, 0.4369], [2.4987, -6.6345, -3.3916], [2.3865, -7.5182, -2.2798], [1.5279, -6.5979, -3.8787], [2.7680, -5.6267, -3.0667], [3.2420, -6.9962, -4.1077], [3.2417, -7.5502, -1.8440], [-6.5138, -4.7187, 0.3804], [-5.3673, -4.7810, 1.2160], [-7.2591, -4.1126, 0.8899], [-6.2745, -4.2526, -0.5798], [-6.9286, -5.7158, 0.2029], [-4.7068, -5.3114, 0.7584], [-6.6588, 2.6881, -2.5195], [-5.2664, 2.5425, -2.2857], [-7.0454, 1.7157, -2.8156], [-7.1784, 3.0138, -1.6135], [-6.8535, 3.4054, -3.3231], [-4.9204, 3.3990, -2.0162]],
  "forces_ev_per_angstrom": [[-0.25, 0.26, 0.34], [0.79, -0.23, 0.11], [0.24, 0.96, 0.54], [-0.10, -0.14, -0.06], [-2.03, -1.00, -0.01], [0.90, 0.36, -1.20], [-0.09, -0.72, 0.06], [-0.17, 0.34, -0.44], [0.04, 0.32, 0.38], [-0.18, -0.61, -0.25], [0.44, -0.26, 0.24], [0.10, -0.51, -0.13], [-0.33, -0.04, -0.13], [-0.54, 0.80, 0.10], [0.44, 0.14, 0.28], [0.18, -0.24, -0.08], [0.23, 0.22, 0.16], [1.27, 0.23, 0.03], [-2.16, 1.26, 0.46], [0.40, -0.06, 0.22], [-0.16, -0.53, -0.67], [-0.04, 0.20, 0.18], [0.44, -0.31, -0.46], [-0.54, -0.39, 0.52], [1.35, 0.03, 0.15], [-0.30, 0.20, -0.22], [-0.08, -0.47, -0.27], [1.35, 1.25, 0.39], [-0.14, -0.89, -0.18], [0.57, 0.22, 0.19], [-0.10, -1.07, -0.42], [0.08, 0.53, -0.17], [0.11, -0.88, 0.50], [-0.29, 0.37, -0.55], [-0.86, 0.05, -0.40], [0.22, -0.13, -0.39], [0.15, -0.18, 0.29], [0.03, -0.03, -0.24], [0.01, 0.23, 0.01], [0.22, 0.22, 0.09], [0.16, -0.05, -0.30], [0.05, -0.14, 0.15], [0.07, -0.09, -0.15], [-0.35, -0.01, 0.11], [-0.36, 0.10, -0.12], [0.03, -0.20, -0.21], [0.04, -0.11, 0.50], [-0.13, -0.24, 0.16], [-0.16, 0.18, 0.04], [0.02, 0.27, 0.22], [0.01, -0.14, 0.13], [-0.02, -0.07, -0.15], [0.04, -0.14, -0.04], [-0.22, 0.07, 0.11], [0.09, 0.33, -0.02], [-0.15, 0.14, 0.02], [0.10, 0.03, 0.01], [0.03, -0.20, -0.13], [-0.24, -0.04, -0.13], [-0.12, -0.11, -0.09], [0.38, -0.34, -0.20], [0.14, 0.02, -0.08], [-0.08, -0.18, 0.00], [0.15, 0.27, 0.05], [0.21, 0.05, 0.25], [-0.23, -0.09, 0.06], [0.07, 0.04, 0.17], [-0.41, 0.14, -0.13], [-0.23, 0.27, 0.00], [0.08, -0.12, 0.21], [-0.17, 0.17, 0.15], [-0.29, -0.15, -0.19], [0.09, 0.32, 0.21], [-0.02, 0.64, 0.09], [0.05, -0.21, 0.12], [-0.19, 0.04, -0.13], [-0.01, 0.24, 0.01], [0.15, -0.02, -0.17], [0.10, 0.00, 0.17], [0.08, 0.01, 0.23], [-0.06, 0.16, 0.18], [-0.07, 0.12, -0.12], [0.04, -0.20, -0.01], [0.03, -0.21, 0.11], [0.11, -0.03, 0.20], [-0.02, -0.04, -0.12], [-0.03, -0.01, 0.02], [-0.04, 0.03, -0.06], [-0.03, 0.04, -0.05], [0.00, 0.00, 0.04], [0.24, -0.05, 0.00], [-0.12, -0.10, -0.01], [0.01, 0.02, 0.02], [-0.08, 0.01, -0.02], [-0.07, 0.03, -0.04], [0.08, 0.07, -0.02], [0.21, 0.13, 0.10], [-0.15, 0.00, -0.16], [0.02, -0.03, 0.00], [-0.08, -0.02, -0.04], [-0.09, -0.02, 0.00], [0.13, -0.06, 0.08]],
  "lowdin_charge": [-0.09, -0.25, -0.53, 0.66, -0.42, -0.13, -0.15, -0.21, -0.04, -0.16, -0.13, -0.02, -0.08, -0.08, -0.02, -0.26, 0.00, -0.24, 0.59, -0.27, -0.28, -0.09, -0.25, -0.85, 0.01, 0.61, -0.23, -0.34, -0.12, -0.18, -0.18, -0.20, -0.29, -0.02, -0.15, -0.02, -0.05, -0.17, 0.07, -0.11, 0.04, 0.07, 0.07, 0.07, 0.08, 0.07, 0.08, 0.06, 0.11, 0.07, 0.09, 0.11, 0.10, 0.09, 0.12, 0.09, 0.10, 0.09, 0.11, 0.10, -0.01, 0.03, 0.05, 0.07, 0.10, 0.08, 0.05, 0.09, 0.08, 0.10, 0.09, 0.11, 0.11, 0.09, 0.09, 0.10, 0.10, 0.10, 0.06, 0.05, 0.13, 0.10, 0.09, 0.11, -0.16, -0.14, 0.08, 0.08, 0.07, 0.07, -0.16, -0.13, 0.08, 0.07, 0.07, 0.06, -0.17, -0.13, 0.07, 0.08, 0.07, 0.07]
}

=====

- What is the formula in the first record?
  C32H56Be2BrClFN6O12PV